{
  "formula": "C28H48BIO9S6",
  "method": "wB97M-V/def2-TZVPD",
  "species": ["C", "C", "B", "O", "C", "C", "C", "C", "C", "C", "C", "O", "C", "C", "I", "C", "C", "C", "C", "C", "O", "H", "H", "H", "H", "H", "H", "H", "H", "H", "H", "H", "H", "C", "S", "O", "C", "H", "H", "H", "H", "H", "H", "C", "S", "O", "C", "H", "H", "H", "H", "H", "H", "C", "S", "O", "C", "H", "H", "H", "H", "H", "H", "C", "S", "O", "C", "H", "H", "H", "H", "H", "H", "C", "S", "O", "C", "H", "H", "H", "H", "H", "H", "C", "S", "O", "C", "H", "H", "H", "H", "H", "H"],
  "xyz": [[6.725, -0.559, -0.832], [5.247, -0.079, -1.345], [5.432, 1.440, -1.871], [6.451, 1.671, -2.898], [4.634, 2.751, -1.347], [5.388, 3.829, -0.512], [4.728, 5.121, 0.030], [3.230, 5.344, -0.308], [2.488, 4.297, -1.166], [3.146, 2.976, -1.691], [2.231, 1.999, -2.547], [2.618, 1.300, -3.515], [0.673, 1.973, -2.131], [-0.223, 0.717, -2.182], [0.531, -1.224, -2.772], [-1.739, 0.860, -1.789], [-2.375, 2.208, -1.327], [-1.470, 3.461, -1.248], [0.012, 3.302, -1.641], [0.951, 4.575, -1.544], [0.494, 5.738, -1.717], [7.542, -0.269, -1.591], [7.024, -0.069, 0.155], [6.783, -1.706, -0.750], [4.991, -0.752, -2.238], [4.479, -0.195, -0.509], [6.028, 1.929, -3.744], [6.491, 3.645, -0.288], [5.338, 5.870, 0.633], [2.623, 6.248, 0.038], [-2.447, -0.045, -1.798], [-3.483, 2.286, -1.036], [-1.850, 4.500, -0.934], [-2.888, -3.638, -2.060], [-4.101, -2.320, -1.837], [-3.713, -1.555, -0.612], [-5.473, -3.403, -1.386], [-1.926, -3.188, -2.314], [-2.787, -4.211, -1.137], [-3.207, -4.290, -2.875], [-5.211, -3.990, -0.505], [-5.707, -4.064, -2.223], [-6.343, -2.784, -1.162], [4.095, -5.158, -2.896], [2.478, -5.950, -2.763], [1.452, -4.942, -3.165], [2.465, -6.045, -0.960], [4.299, -4.965, -3.950], [4.095, -4.214, -2.348], [4.861, -5.825, -2.496], [2.567, -5.046, -0.533], [3.284, -6.683, -0.623], [1.516, -6.479, -0.644], [11.496, -2.054, 1.240], [9.876, -2.101, 0.444], [9.217, -0.785, 0.693], [9.145, -3.297, 1.582], [12.120, -1.331, 0.712], [11.391, -1.748, 2.283], [11.960, -3.041, 1.183], [9.186, -2.914, 2.603], [9.685, -4.243, 1.514], [8.104, -3.454, 1.296], [-3.840, 5.268, 1.704], [-4.434, 3.700, 1.037], [-4.684, 3.899, -0.426], [-6.034, 3.739, 1.869], [-2.854, 5.471, 1.283], [-4.524, 6.073, 1.429], [-3.762, 5.195, 2.790], [-6.580, 4.640, 1.584], [-5.883, 3.717, 2.948], [-6.603, 2.859, 1.565], [-4.973, -6.890, 0.446], [-6.582, -6.990, -0.368], [-7.292, -5.699, -0.120], [-7.281, -8.218, 0.756], [-4.370, -6.142, -0.071], [-5.100, -6.594, 1.489], [-4.474, -7.859, 0.388], [-7.264, -7.839, 1.779], [-6.707, -9.143, 0.687], [-8.312, -8.410, 0.458], [-6.763, 7.971, 4.062], [-6.403, 6.634, 5.220], [-5.915, 5.469, 4.421], [-8.122, 6.303, 5.662], [-5.823, 8.313, 3.627], [-7.420, 7.612, 3.268], [-7.235, 8.798, 4.596], [-8.695, 6.048, 4.768], [-8.551, 7.184, 6.144], [-8.144, 5.464, 6.359]],
  "multiplicity": 1,
  "fmax_ev_per_a": 4.32,
  "orbital_gap_ev": 7.46
}

---

{
  "formula": "C5H6O2",
  "method": "wB97M-V/def2-TZVPD",
  "species": ["O", "C", "C", "C", "O", "C", "C", "H", "H", "H", "H", "H", "H"],
  "xyz": [[0.740, 0.066, 2.092], [-0.002, 0.700, 1.072], [0.371, 0.045, -0.261], [0.217, -1.532, -0.024], [-0.838, -2.011, 0.307], [-0.407, 0.589, -1.383], [-1.028, 1.102, -2.279], [0.798, -0.872, 1.831], [-1.090, 0.711, 1.249], [0.317, 1.740, 1.015], [1.432, 0.277, -0.419], [1.089, -2.223, -0.142], [-1.610, 1.479, -3.097]],
  "relative_energy_kj_mol": 283.5,
  "multiplicity": 1,
  "fmax_ev_per_a": 1.14,
  "orbital_gap_ev": 10.38,
  "smiles": "C#C[C@H](C=O)CO"
}

---

What is the formula in the first record? C28H48BIO9S6